Record 1
{
  "formula": "C37H47LiN5O4PSe",
  "method": "wB97M-V/def2-TZVPD",
  "e_above_lowest_kcal_mol": 0.8,
  "e_homo_ev": [-2.708, 0.015],
  "fmax_ev_per_a": 0.28,
  "orbital_gap_ev": [6.682, 3.959],
  "charge": -2,
  "species": ["Li", "Se", "N", "C", "C", "C", "C", "C", "N", "C", "C", "N", "C", "C", "C", "C", "C", "N", "H", "H", "H", "H", "H", "H", "C", "C", "C", "C", "C", "C", "H", "H", "H", "H", "H", "H", "H", "H", "H", "N", "C", "C", "C", "C", "C", "C", "C", "H", "H", "H", "H", "H", "C", "C", "C", "C", "O", "P", "O", "O", "O", "C", "C", "C", "C", "H", "H", "H", "H", "H", "H", "H", "H", "H", "H", "H", "H", "H", "H", "H", "H", "H", "H", "C", "C", "C", "C", "H", "H", "H", "H", "H", "H", "H", "H", "H"],
  "coordinates": [[0.63765, -0.90927, 0.48482], [-5.76738, -6.01247, 1.48502], [-5.36401, -4.48191, 2.39555], [-4.26654, -4.00701, 1.78520], [-3.61987, -2.78377, 2.19571], [-4.11222, -1.99387, 3.24802], [-3.46997, -0.82408, 3.57500], [-2.33127, -0.45000, 2.84505], [-1.84482, -1.18019, 1.86765], [-2.46053, -2.32304, 1.53751], [-1.90984, -3.07763, 0.42257], [-0.80558, -2.59827, -0.18694], [-0.34115, -3.24152, -1.23958], [-0.93164, -4.40713, -1.74674], [-2.03909, -4.91813, -1.11871], [-2.56375, -4.25240, -0.00005], [-3.74143, -4.73730, 0.68732], [-4.36991, -5.86322, 0.31946], [-4.99974, -2.32943, 3.76956], [-3.83353, -0.18949, 4.37496], [-1.80007, 0.47736, 3.04527], [0.55206, -2.81710, -1.67947], [-0.50327, -4.88844, -2.61794], [-2.53432, -5.81859, -1.45942], [-0.37586, 4.62398, 0.25041], [-0.62541, 3.75320, 1.49014], [-2.12025, 3.80296, 1.83923], [0.17417, 4.32897, 2.66755], [-0.21399, 2.35806, 1.23000], [0.08419, 1.17922, 1.03815], [-0.68490, 5.65902, 0.43654], [-0.93861, 4.24024, -0.60229], [0.68199, 4.61612, -0.01792], [-2.43804, 4.83205, 2.04461], [-2.32410, 3.18904, 2.71829], [-2.71393, 3.40894, 1.01388], [-0.10504, 5.37224, 2.85380], [1.24549, 4.28654, 2.45723], [-0.02246, 3.75166, 3.57270], [1.18245, -1.86003, 2.48178], [1.42859, -1.10661, 3.31190], [1.76031, -0.15849, 4.34226], [1.70524, 1.20475, 4.05913], [2.05402, 2.10503, 5.05502], [2.44435, 1.65653, 6.30947], [2.48647, 0.29583, 6.58416], [2.14621, -0.61700, 5.59981], [1.36368, 1.52158, 3.07523], [2.01545, 3.16635, 4.84613], [2.71332, 2.36984, 7.07938], [2.78367, -0.05447, 7.56462], [2.17475, -1.68078, 5.79479], [3.85174, 2.05170, -2.78963], [2.74771, 2.07921, -1.73853], [3.15872, 2.94355, -0.55189], [1.43541, 2.57536, -2.33559], [2.47130, 0.79276, -1.17715], [2.85678, -0.68289, -1.65769], [4.30663, -0.84747, -1.94805], [2.15545, -1.58023, -0.68418], [2.02174, -0.72448, -3.07654], [2.32028, -1.63232, -4.14438], [3.43038, -1.03305, -5.00451], [2.74164, -3.01308, -3.64263], [1.02133, -1.73648, -4.93560], [4.05040, 3.07609, -3.11781], [3.54761, 1.46044, -3.65260], [4.76163, 1.61205, -2.38323], [3.27912, 3.98737, -0.85730], [4.10382, 2.58142, -0.14189], [2.38783, 2.87020, 0.21716], [1.53921, 3.59990, -2.70594], [0.66051, 2.53913, -1.56778], [1.13805, 1.92551, -3.16067], [4.31499, -0.87691, -4.38703], [3.10751, -0.07391, -5.41647], [3.67432, -1.70270, -5.83418], [3.67302, -2.94519, -3.08161], [2.88420, -3.67848, -4.49870], [1.98048, -3.44069, -2.99094], [0.70524, -0.74379, -5.26209], [0.23177, -2.15298, -4.30791], [1.15382, -2.37412, -5.81371], [-3.61727, -0.86876, -1.59181], [-2.41340, 0.03520, -1.33070], [-2.87214, 1.46950, -1.02352], [-1.45070, 0.00895, -2.46634], [-4.29034, -0.88241, -0.73076], [-3.30371, -1.89611, -1.78589], [-4.18319, -0.51582, -2.46158], [-1.89586, -0.32112, -0.43615], [-3.38317, 1.91074, -1.88617], [-2.01513, 2.08881, -0.75788], [-3.56179, 1.46724, -0.17432], [-0.38618, 0.12658, -2.30393], [-1.80129, -0.09656, -3.48769]]
}

=====

Record 2
{
  "formula": "C5H12NO",
  "method": "wB97M-V/def2-TZVPD",
  "e_above_lowest_kcal_mol": 33.9,
  "e_homo_ev": -14.476,
  "fmax_ev_per_a": 1.48,
  "orbital_gap_ev": 9.656,
  "charge": 1,
  "species": ["C", "C", "C", "C", "C", "N", "H", "H", "H", "H", "H", "H", "H", "H", "H", "H", "H", "H", "O"],
  "coordinates": [[1.53378, 2.09578, -0.46521], [0.79711, 0.82257, 0.04021], [-0.33480, 0.43031, -0.84919], [-0.36397, 0.15772, -2.12998], [-1.76516, -0.75400, 0.64486], [-1.63872, 0.20503, -0.16707], [2.58170, 2.01251, -0.16900], [1.47734, 2.14518, -1.55192], [1.21962, 2.98160, 0.08592], [1.51776, 0.01235, 0.11582], [0.39896, 1.03223, 1.03101], [0.55304, 0.24014, -2.70975], [-1.24399, -0.00764, -2.73181], [-2.70492, -1.04451, 1.11375], [-0.90874, -1.37526, 0.90225], [-2.41326, 0.83375, -0.37478], [0.88792, -3.72024, 1.96190], [-0.06262, -3.17111, 3.00536], [0.46893, -2.89638, 2.24763]]
}

=====

Repeat the second record exactly.
{
  "formula": "C5H12NO",
  "method": "wB97M-V/def2-TZVPD",
  "e_above_lowest_kcal_mol": 33.9,
  "e_homo_ev": -14.476,
  "fmax_ev_per_a": 1.48,
  "orbital_gap_ev": 9.656,
  "charge": 1,
  "species": ["C", "C", "C", "C", "C", "N", "H", "H", "H", "H", "H", "H", "H", "H", "H", "H", "H", "H", "O"],
  "coordinates": [[1.53378, 2.09578, -0.46521], [0.79711, 0.82257, 0.04021], [-0.33480, 0.43031, -0.84919], [-0.36397, 0.15772, -2.12998], [-1.76516, -0.75400, 0.64486], [-1.63872, 0.20503, -0.16707], [2.58170, 2.01251, -0.16900], [1.47734, 2.14518, -1.55192], [1.21962, 2.98160, 0.08592], [1.51776, 0.01235, 0.11582], [0.39896, 1.03223, 1.03101], [0.55304, 0.24014, -2.70975], [-1.24399, -0.00764, -2.73181], [-2.70492, -1.04451, 1.11375], [-0.90874, -1.37526, 0.90225], [-2.41326, 0.83375, -0.37478], [0.88792, -3.72024, 1.96190], [-0.06262, -3.17111, 3.00536], [0.46893, -2.89638, 2.24763]]
}